(1)
17
Properties=species:S:1:pos:R:3:mulliken_charge:R:1 method="wB97M-V/def2-TZVPD" energy_ha=-309.7965 max_force_ev_per_a=0.4 molar_mass_g_mol=98.14 gap_ev=9.7
H -1.0415 1.6163 -0.8995 0.1750
C 0.2376 -0.9947 1.4485 -0.4058
H 1.0773 1.0706 -2.1406 0.2404
C 0.2341 0.3916 -2.2545 -0.6492
H -0.5296 -1.4271 -1.2594 0.3860
H 0.9076 0.7528 0.3874 0.4182
H 0.2171 -2.0811 1.4529 0.3092
C -1.0296 0.7109 -1.5032 -0.6278
H 1.6823 -0.7520 -0.0375 0.2686
C 0.0272 -0.3780 2.6109 -0.1064
H -0.3786 1.3369 1.9368 0.3070
O -0.1034 0.9675 2.7871 -0.5341
H 0.1517 -0.0522 -3.2425 0.2676
H -1.9789 0.4808 -1.9784 0.2667
C 0.7022 -0.3102 0.1889 -0.9132
C -0.1558 -0.4252 -1.0559 0.2327
H -0.0197 -0.9068 3.5590 0.3652


(2)
19
Properties=species:S:1:pos:R:3:mulliken_charge:R:1 method="wB97M-V/def2-TZVPD" energy_ha=-311.0182 max_force_ev_per_a=0.3 smiles=CC(C)[C@H]1O[C@H]1C molar_mass_g_mol=100.16 gap_ev=11.2
C -1.9390 -1.0729 -0.5627 -1.6374
H -2.7563 -0.5767 -1.0984 0.3982
H -1.8080 0.8084 1.3969 0.3486
C 1.7430 -0.3920 0.4123 0.1267
H 3.2221 0.6938 -0.7124 0.3851
H -2.3450 -1.4487 0.3854 0.3654
H 2.3203 1.6763 0.4511 0.2933
H 0.0219 -1.4484 1.2630 0.4347
C -1.2366 1.1087 0.5096 -1.3771
H 1.5567 1.1743 -1.0719 0.3155
C -0.7785 -0.1114 -0.2961 0.7201
O 1.3200 -1.4791 -0.4060 -0.5024
H -1.8799 1.7551 -0.0978 0.3855
H -1.6132 -1.9345 -1.1547 0.3672
C 0.3450 -0.8394 0.4121 -0.2402
H 2.3608 -0.7094 1.2566 0.4348
C 2.2324 0.8584 -0.2735 -1.3462
H -0.3829 0.2319 -1.2597 0.2044
H -0.3828 1.7053 0.8463 0.3238


(3)
18
Properties=species:S:1:pos:R:3:mulliken_charge:R:1 method="wB97M-V/def2-TZVPD" energy_ha=-327.0685 max_force_ev_per_a=2.1 smiles="CCCNC(C)=O" molar_mass_g_mol=101.15 gap_ev=10.1
H -3.0036 0.9505 -0.6278 0.2420
H -2.3799 2.0892 -1.8486 0.3463
H 1.0804 1.1259 -1.1747 0.2003
H -0.2324 -1.2743 0.9690 0.2786
O -1.2840 1.0774 0.9548 -0.5520
C 1.4611 -1.9260 -0.2150 -1.1363
N 0.4767 1.0056 -0.3689 -0.2138
H 1.2466 -1.4948 1.8920 0.3034
H 1.2630 -2.9981 -0.1116 0.3435
C 1.1175 0.3798 0.8243 -0.6578
C -0.8898 1.3168 -0.1767 0.5220
H -2.6791 2.5845 -0.1603 0.2496
C -2.2938 1.7807 -0.8171 -0.8959
H 2.5494 -1.7908 -0.2593 0.2957
H 0.7002 0.8748 1.7020 0.3033
C 0.8521 -1.1276 0.9327 -0.3452
H 1.0403 -1.6009 -1.1729 0.2970
H 2.2013 0.5676 0.8242 0.4193


(4)
14
Properties=species:S:1:pos:R:3:mulliken_charge:R:1 method="wB97M-V/def2-TZVPD" energy_ha=-879.0466 max_force_ev_per_a=4.6 smiles="C=C(F)C=O.C=S(=O)=O" molar_mass_g_mol=152.15 gap_ev=9.7
C 0.1242 0.9219 -1.4639 0.5877
C 1.0380 1.1299 -2.6108 -0.1265
F -0.0524 1.9107 -0.6611 -0.2563
H -1.3687 -0.2645 -0.5645 0.5010
O 1.3187 0.3064 -3.4581 -0.4632
H 0.0997 -0.3512 0.9425 -0.1376
C 0.4338 -0.6858 1.8835 -0.1052
H 1.2588 2.1327 -2.7362 0.3921
S -0.7249 -1.0944 2.9232 0.8881
H 1.2381 -0.1073 2.3713 0.3060
C -0.6461 -0.1831 -1.3313 -0.8886
O -0.5753 -0.8697 4.3237 -0.4797
O -1.7896 -1.7854 2.3014 -0.4724
H -0.3545 -1.0604 -1.9198 0.2548


(5)
14
Properties=species:S:1:pos:R:3:mulliken_charge:R:1 method="wB97M-V/def2-TZVPD" energy_ha=-324.5984 max_force_ev_per_a=0.5 smiles=OCC#C[C@H]1CN1 molar_mass_g_mol=97.12 gap_ev=10.2
H -1.2467 -2.9893 -0.6913 0.2573
C 1.0596 1.0484 -0.2561 -0.2346
H 0.3474 -2.6237 1.1574 0.3037
H 2.1085 0.7776 -0.3013 0.3103
H -0.3440 2.4847 -1.1544 0.2710
H -0.1451 1.9485 1.1221 0.2719
C 0.6444 2.3956 -0.7142 -0.3507
H -2.2929 -2.0921 0.4243 0.2691
H 1.3949 3.0726 -1.1114 0.2501
C -0.5985 -1.0102 -0.2578 0.4521
C -1.2509 -2.2648 0.1366 -0.4187
N 0.7688 2.1129 0.7079 -0.5688
O -0.5971 -2.7917 1.2731 -0.4998
C 0.1516 -0.0684 -0.3349 -0.3129


(6)
9
Properties=species:S:1:pos:R:3:mulliken_charge:R:1 method="wB97M-V/def2-TZVPD" energy_ha=-229.3115 max_force_ev_per_a=0.7 smiles=O.O.O molar_mass_g_mol=54.05 gap_ev=10.9
O 0.8173 2.4166 0.0763 -0.7004
H 0.5915 0.4056 -0.1001 0.3334
O -1.7829 -2.3379 -0.2049 -0.6384
H -2.4133 -2.0168 -0.8496 0.3183
O 0.2882 -0.4963 0.0037 -0.6721
H 0.9509 2.2705 1.0128 0.3432
H -1.0376 -1.7420 -0.2804 0.3808
H 1.6966 2.3801 -0.3001 0.3449
H 0.8893 -0.8797 0.6423 0.2905